(1)
Formula: C14H25BBeN6Si
Source: OMol25
Level of theory: ωB97M-V/def2-TZVPD

```
48
Properties=species:S:1:pos:R:3
C 2.22 -1.28 1.18
N 1.48 -1.06 0.07
N 2.15 -1.66 -1.00
C 3.32 -2.13 -0.55
C 3.41 -1.92 0.82
B 1.48 -1.69 -2.43
N 0.09 -2.41 -2.17
N -0.68 -1.93 -1.14
C -1.82 -2.62 -1.13
C -1.82 -3.53 -2.21
C -0.59 -3.37 -2.84
Be 0.28 0.02 -0.28
N 1.10 -0.24 -2.80
N 0.36 0.47 -1.86
C 0.04 1.66 -2.42
C 0.58 1.74 -3.70
C 1.26 0.53 -3.89
H -0.54 2.39 -1.86
H 1.85 0.20 -4.72
H 0.51 2.58 -4.36
H 2.14 -2.26 -3.24
H -0.18 -3.83 -3.73
H 4.05 -2.51 -1.26
H -2.63 -4.19 -2.48
H 4.23 -2.17 1.46
H -2.58 -2.41 -0.39
H 1.90 -0.97 2.15
H -2.91 0.32 -0.70
C -3.43 0.04 0.22
H -4.29 -0.59 -0.03
H -2.74 -0.56 0.84
H -3.73 0.94 0.77
C 0.53 3.55 2.85
Si -0.27 1.84 2.57
C 0.46 0.62 3.80
C -2.12 1.98 2.94
C 0.06 1.47 0.75
H 0.40 3.90 3.88
H 0.11 4.32 2.19
H 1.61 3.52 2.66
H 0.24 0.99 4.81
H 0.01 -0.38 3.69
H 1.55 0.53 3.69
H -2.64 2.65 2.24
H -2.62 1.00 2.91
H -2.26 2.39 3.96
H -0.62 2.18 0.22
H 1.08 1.86 0.52
```

Computed properties:
Net charge: +2
E_LUMO (alpha / beta) in eV: -11.200 / -11.910
Spin multiplicity: 1
M in g/mol: 325.31

---

(2)
Formula: C14H25BBr4F4NO3
Source: OMol25
Level of theory: ωB97M-V/def2-TZVPD

```
52
Properties=species:S:1:pos:R:3
C 0.99 1.90 2.79
C 0.07 1.36 1.98
C -0.25 -0.12 1.95
C -0.56 -0.61 0.52
O -1.47 0.27 -0.09
B -0.90 0.90 -1.32
N -0.80 2.45 -1.11
O 0.45 0.27 -1.43
C 0.65 -0.73 -0.47
C 0.44 -2.07 -1.21
O 1.04 -2.02 -2.52
C 0.73 -2.98 -3.37
F -0.20 -2.58 -4.27
F 0.24 -4.10 -2.80
F 1.81 -3.35 -4.08
C 2.07 -0.49 0.10
C 3.02 -1.66 0.22
C 4.36 -1.21 0.81
F 3.31 -2.23 -1.03
H 1.57 1.30 3.48
H 1.18 2.96 2.73
H -0.46 2.00 1.28
H 0.63 -0.65 2.31
H -1.09 -0.35 2.61
H -1.14 -1.54 0.61
H -1.59 0.65 -2.31
H 0.06 2.80 -1.53
H -1.55 2.87 -1.64
H 0.80 -2.94 -0.66
H -0.64 -2.17 -1.35
H 2.53 0.26 -0.55
H 2.03 -0.04 1.09
H 2.62 -2.44 0.88
H 4.90 -0.67 0.03
H 4.19 -0.57 1.67
H 4.96 -2.06 1.13
Br 0.12 -0.59 5.53
C -1.54 0.27 6.01
C -1.32 1.67 6.52
Br -0.63 1.69 8.34
H -2.04 -0.37 6.74
H -2.13 0.30 5.09
H -2.26 2.21 6.56
H -0.61 2.22 5.91
Br -3.62 0.10 -3.87
C -3.66 1.34 -5.36
C -2.40 1.26 -6.18
Br -0.90 2.10 -5.30
H -3.81 2.33 -4.93
H -4.53 1.07 -5.96
H -2.53 1.79 -7.12
H -2.11 0.23 -6.38
```

Computed properties:
Net charge: -1
E_LUMO in eV: 2.213
Spin multiplicity: 1
M in g/mol: 661.78

---

(3)
Formula: C14H25BBrCsFN2O8S
Source: OMol25
Level of theory: ωB97M-V/def2-TZVPD

```
54
Properties=species:S:1:pos:R:3
C -6.04 2.54 1.30
C -5.30 3.25 0.06
C -4.16 2.31 -0.63
N -3.49 1.54 0.46
C -2.10 1.09 0.04
C -1.08 2.17 0.65
F -1.16 3.44 -0.09
S 0.65 1.51 0.42
O 1.56 2.35 1.36
O 1.21 1.69 -0.96
O 0.69 -0.04 1.01
C -0.28 -0.92 0.36
C 0.17 -1.29 -1.17
O 1.57 -1.70 -1.04
C 2.36 -1.23 -2.16
C 3.91 -1.24 -1.66
O 4.85 -0.94 -2.71
C 6.16 -1.41 -2.30
C 6.74 -0.69 -0.98
B -0.19 -2.36 1.17
O -0.52 -3.64 0.59
O 0.28 -2.40 2.56
C 1.68 -2.87 2.46
C -1.82 -0.44 0.47
Br -3.04 -1.55 -0.70
O -2.23 -0.63 1.86
C -3.52 -1.28 1.94
N -4.70 -1.40 2.20
H -5.47 2.87 2.26
H -6.07 1.40 1.26
H -7.13 2.91 1.47
H -4.82 4.23 0.44
H -6.11 3.56 -0.71
H -4.68 1.61 -1.36
H -3.45 3.01 -1.22
H -3.32 2.18 1.27
H -2.09 1.24 -1.11
H -1.24 2.38 1.79
H -0.37 -2.23 -1.56
H 0.03 -0.40 -1.88
H 2.27 -2.04 -2.99
H 2.05 -0.20 -2.57
H 4.11 -2.24 -1.11
H 3.98 -0.41 -0.86
H 6.91 -1.29 -3.15
H 6.07 -2.55 -2.07
H 6.11 -0.83 -0.04
H 6.95 0.44 -1.14
H 7.76 -1.20 -0.75
H -1.48 -3.73 0.39
H 1.88 -3.47 1.50
H 1.97 -3.53 3.36
H 2.43 -1.99 2.44
Cs 1.46 4.43 1.84
```

Computed properties:
Net charge: +1
E_LUMO in eV: -3.447
Spin multiplicity: 1
M in g/mol: 624.05

---

(4)
Formula: C14H25BeN6S
Source: OMol25
Level of theory: ωB97M-V/def2-TZVPD

```
47
Properties=species:S:1:pos:R:3
Be -0.46 -0.12 -0.16
C 2.73 -3.96 -2.62
C 2.19 -4.29 -1.24
N 0.86 -3.77 -0.99
C 0.52 -2.49 -0.96
S -1.07 -2.11 -0.35
N 1.31 -1.56 -1.44
N 0.84 -0.34 -1.22
C 1.09 0.69 -1.97
C 2.00 0.66 -3.14
C 0.24 1.81 -1.61
C 0.36 3.09 -2.14
C -0.54 4.07 -1.74
C -1.56 3.72 -0.87
C -1.64 2.41 -0.41
N -0.75 1.49 -0.75
H 3.72 -4.40 -2.74
H 2.07 -4.35 -3.39
H 2.82 -2.88 -2.75
H 2.14 -5.38 -1.13
H 2.86 -3.90 -0.47
H 0.15 -4.41 -0.67
H 1.95 -0.33 -3.60
H 1.72 1.41 -3.88
H 3.03 0.83 -2.84
H 1.13 3.31 -2.86
H -0.45 5.07 -2.12
H -2.30 4.44 -0.56
H -2.45 2.07 0.22
C -0.20 1.49 4.44
C -1.35 0.74 3.74
C -1.42 -0.71 4.21
C -2.68 1.44 4.02
N -1.22 0.77 2.27
N -0.14 0.02 1.68
H -0.40 1.57 5.50
H -0.11 2.49 4.03
H 0.74 0.97 4.32
H -1.77 -0.76 5.24
H -0.45 -1.19 4.18
H -2.12 -1.26 3.59
H -2.90 1.42 5.09
H -3.48 0.93 3.49
H -2.66 2.48 3.69
H -1.15 1.73 1.97
H -0.25 -0.92 2.06
H 0.78 0.34 2.01
```

Computed properties:
Net charge: +1
E_LUMO in eV: -3.907
Spin multiplicity: 1
M in g/mol: 318.47

---

(5)
Formula: C14H25ClIN2OP2Ti
Source: OMol25
Level of theory: ωB97M-V/def2-TZVPD

```
47
Properties=species:S:1:pos:R:3
C 2.24 0.26 -2.83
C 1.31 -0.45 -2.00
H 2.75 -0.47 -3.50
H 3.00 0.80 -2.25
H 1.72 0.99 -3.48
O 0.89 -1.55 -1.88
I 0.68 3.97 0.53
Ti -0.03 1.47 0.62
P -1.15 1.35 -1.59
C -1.82 -0.23 -2.23
C -2.71 2.27 -1.25
H -3.18 2.45 -2.23
H -1.45 2.88 -3.46
H -2.50 3.22 -0.75
H 0.21 2.91 -2.83
H -2.44 -0.72 -1.48
H -3.42 1.70 -0.64
C -0.62 2.25 -3.09
H -2.42 0.00 -3.12
H -0.35 1.55 -3.90
H -1.03 -0.94 -2.51
P 2.21 0.43 0.84
C 2.54 -1.36 0.81
C 3.77 1.17 0.21
H 2.50 1.88 2.81
H 3.44 0.34 2.90
H 1.69 0.36 3.28
C 2.47 0.79 2.64
H 3.56 2.17 -0.21
H 4.47 1.30 1.06
H 3.53 -1.53 1.24
H 2.51 -1.78 -0.19
H 4.26 0.52 -0.52
H 1.79 -1.90 1.40
Cl -1.26 2.13 2.49
N -5.66 -1.79 0.91
C -4.53 -1.72 1.20
C -3.15 -1.61 1.57
C -2.61 -2.47 2.54
C -1.28 -2.28 2.91
C -0.55 -1.26 2.29
N -1.07 -0.48 1.33
C -2.37 -0.60 1.01
H -3.22 -3.24 3.01
H -0.78 -2.89 3.66
H 0.49 -1.06 2.60
H -2.78 0.14 0.31
```

Computed properties:
Net charge: +3
E_LUMO in eV: -13.811
Spin multiplicity: 1
M in g/mol: 509.54

---

(6)
Formula: C14H26AlAsN3O2SSi2
Source: OMol25
Level of theory: ωB97M-V/def2-TZVPD

```
50
Properties=species:S:1:pos:R:3
Al -0.50 0.96 1.44
N -0.40 0.70 3.46
N -1.11 1.80 3.98
C -1.32 2.89 3.10
O -1.66 3.95 3.52
O -1.11 2.56 1.83
H -0.78 -0.17 3.84
H 0.60 0.74 3.69
H -0.95 2.03 4.96
C 1.10 -2.66 1.21
Si 2.09 -1.57 0.06
C 3.91 -1.76 0.40
C 1.77 -2.02 -1.72
As 1.70 0.69 0.66
Si 1.50 1.95 -1.34
C 3.13 1.79 -2.22
C 1.20 3.69 -0.77
C 0.10 1.38 -2.43
H 1.52 -3.67 1.22
H 0.05 -2.75 0.90
H 1.12 -2.29 2.24
H 4.21 -2.81 0.30
H 4.18 -1.42 1.40
H 4.50 -1.18 -0.32
H 2.35 -2.92 -1.94
H 2.11 -1.24 -2.41
H 0.73 -2.24 -1.94
H 3.97 2.01 -1.56
H 3.16 2.49 -3.06
H 3.28 0.79 -2.63
H 1.98 4.02 -0.08
H 0.24 3.79 -0.26
H 1.19 4.37 -1.62
H 0.20 0.33 -2.73
H 0.09 1.98 -3.34
H -0.87 1.51 -1.95
S -4.74 -0.28 1.27
C -3.29 0.43 1.76
N -2.21 0.09 1.08
C -2.55 -0.80 0.04
C -1.67 -1.34 -0.89
C -2.18 -2.20 -1.84
C -3.55 -2.52 -1.87
C -4.42 -1.99 -0.95
C -3.90 -1.12 0.01
H -3.25 1.12 2.59
H -0.62 -1.07 -0.88
H -1.52 -2.62 -2.59
H -3.92 -3.20 -2.63
H -5.48 -2.23 -0.98
```

Computed properties:
Net charge: +1
E_LUMO in eV: -3.565
Spin multiplicity: 1
M in g/mol: 458.52

---

(7)
Formula: C14H26B2INO13S
Source: OMol25
Level of theory: ωB97M-V/def2-TZVPD

```
58
Properties=species:S:1:pos:R:3
C -1.60 3.24 4.40
C -2.45 1.96 4.40
C -1.75 0.67 4.72
O -2.24 -0.13 5.47
O -0.52 0.43 4.21
C -0.21 0.90 2.90
C 0.80 0.00 2.25
C 0.24 -1.34 1.66
O -1.12 -1.47 2.02
B -1.61 -2.49 2.82
O -1.09 -2.77 4.06
O -2.69 -3.22 2.35
C 1.19 -2.42 2.15
C 1.12 -3.84 1.63
O 1.04 -3.91 0.20
S -0.54 -3.66 -0.26
O -0.64 -4.29 -1.54
O -0.51 -2.07 -0.64
C 0.24 -1.10 0.10
C 1.66 -1.01 -0.47
C 2.02 -1.40 -1.90
O 3.16 -1.70 -2.13
I 0.70 -1.43 -3.59
O -0.53 0.07 -0.04
B -0.31 1.11 -0.94
O -1.15 1.34 -1.96
O 0.76 1.99 -0.73
H -1.11 3.37 3.44
H -0.85 3.24 5.17
H -2.26 4.09 4.50
H -3.27 2.06 5.09
H -2.89 1.85 3.41
H -1.09 1.02 2.29
H 0.25 1.88 2.99
H 1.54 -0.24 3.01
H 1.32 0.57 1.50
H -0.71 -3.65 4.11
H -3.54 -2.85 2.58
H 1.20 -2.47 3.24
H 2.18 -2.04 1.92
H 0.27 -4.38 2.05
H 2.01 -4.36 1.94
H 2.29 -1.70 0.07
H 2.11 -0.05 -0.30
H -0.79 2.06 -2.51
H 0.75 2.31 0.18
C 1.30 2.49 -4.99
O 0.64 2.92 -4.06
N 0.80 2.19 -6.19
C 1.62 1.66 -7.26
C -0.63 2.39 -6.41
H 2.38 2.30 -4.91
H 1.59 2.33 -8.12
H 1.27 0.67 -7.56
H 2.65 1.57 -6.92
H -0.89 3.43 -6.26
H -1.21 1.79 -5.71
H -0.87 2.09 -7.43
```

Computed properties:
E_LUMO in eV: 0.267
Spin multiplicity: 1
M in g/mol: 596.95

---

(8)
Formula: C14H26BFI2O7P
Source: OMol25
Level of theory: ωB97M-V/def2-TZVPD

```
52
Properties=species:S:1:pos:R:3
C -1.58 -2.50 -1.85
C -2.46 -2.03 -0.58
O -2.91 -2.91 0.18
O -2.64 -0.62 -0.35
C -2.80 -0.39 1.09
O -3.91 0.03 1.44
C -1.58 -0.74 2.05
B -0.79 0.56 2.68
C 0.75 0.18 3.17
C 0.93 -1.35 3.62
C 2.04 -1.46 4.79
F 3.33 -1.40 4.16
C -0.67 1.85 1.67
I -1.37 3.86 2.25
C -0.07 1.76 0.38
C 0.51 0.42 -0.24
I 0.07 3.56 -0.89
P -1.73 0.98 4.34
O -1.78 -0.31 5.21
O -3.35 1.46 4.11
O -0.93 2.18 5.27
H -0.55 -2.03 -1.75
H -1.51 -3.63 -1.85
H -2.11 -2.06 -2.76
H -1.94 -1.48 2.85
H -0.80 -1.32 1.43
H 1.54 0.43 2.39
H 0.98 0.85 4.08
H -0.01 -1.84 4.04
H 1.26 -1.93 2.67
H 1.86 -0.54 5.46
H 1.90 -2.38 5.44
H -0.25 -0.04 -0.96
H 1.42 0.70 -0.90
H 0.91 -0.33 0.53
H -3.49 1.91 3.25
H -1.57 2.87 5.58
C 0.49 -0.70 -5.73
C 0.39 0.06 -4.42
O 1.58 0.02 -3.65
C 2.74 0.57 -4.26
C 2.60 2.04 -4.61
H 0.76 -1.74 -5.56
H -0.47 -0.67 -6.26
H 1.24 -0.27 -6.39
H -0.39 -0.41 -3.80
H 0.08 1.09 -4.58
H 3.03 -0.02 -5.13
H 3.55 0.46 -3.53
H 1.81 2.21 -5.34
H 3.53 2.43 -5.03
H 2.35 2.63 -3.72
```

Computed properties:
Net charge: -1
E_LUMO in eV: 2.104
Spin multiplicity: 1
M in g/mol: 620.95

---

(9)
Formula: C14H26BeNOP
Source: OMol25
Level of theory: ωB97M-V/def2-TZVPD

```
44
Properties=species:S:1:pos:R:3
C -2.61 -0.99 -2.71
C -2.04 -1.99 -1.90
C -1.29 -1.63 -0.76
C -1.17 -0.28 -0.43
C -1.74 0.71 -1.25
C -2.50 0.37 -2.37
C -0.67 -2.73 0.08
C 0.67 -2.37 0.73
N 1.79 -2.53 -0.14
Be -0.24 0.40 0.97
C -1.44 2.17 -0.93
P 0.21 2.19 -0.12
H -2.17 -3.06 -2.12
H -2.96 1.17 -2.97
H -3.13 -1.27 -3.62
H -2.16 2.62 -0.21
H -1.44 2.82 -1.82
H -1.34 -2.99 0.91
H -0.55 -3.65 -0.52
H 0.65 -1.33 1.14
C 0.50 3.91 0.33
C 1.25 1.92 -1.59
H 0.86 -3.03 1.60
C 1.88 -1.87 -1.42
C 3.06 -2.76 0.50
H 0.03 1.33 3.03
H 2.71 -2.33 -1.97
H 0.95 -1.97 -2.01
H 2.12 -0.78 -1.34
H 3.77 -3.15 -0.25
H 3.49 -1.83 0.94
H 2.91 -3.49 1.31
H 1.12 2.74 -2.30
H 2.30 1.86 -1.26
H 1.00 0.97 -2.09
H 0.38 4.55 -0.55
H -0.22 4.20 1.11
H 1.52 3.99 0.73
H 1.10 0.49 1.22
C -1.31 1.53 4.46
O -0.95 1.24 3.10
H -1.15 2.58 4.76
H -0.79 0.89 5.20
H -2.39 1.33 4.50
```

Computed properties:
E_LUMO in eV: 0.386
Spin multiplicity: 1
M in g/mol: 264.35

---

(10)
Formula: C14H26IIrOP2Se
Source: OMol25
Level of theory: ωB97M-V/def2-TZVPD

```
46
Properties=species:S:1:pos:R:3
C -0.43 -0.02 -5.09
I 0.39 -0.47 -3.01
H 0.52 0.15 -5.63
H -1.09 0.84 -5.18
H -0.90 -0.94 -5.43
Ir -1.01 -0.09 -0.93
P -0.30 2.17 -0.86
C -1.81 3.15 -1.21
C 0.35 2.81 0.72
H 0.42 3.90 0.68
H 1.09 3.80 -2.06
H 1.35 2.39 0.90
H 1.97 2.30 -1.73
H -2.54 2.97 -0.41
H -0.30 2.51 1.55
C 1.00 2.71 -2.05
H -1.56 4.22 -1.23
H 0.80 2.36 -3.07
H -2.25 2.86 -2.17
P -0.25 -2.37 -0.53
C -1.77 -3.37 -0.74
C 1.08 -3.15 -1.57
H 1.40 -2.27 1.24
H 0.48 -3.82 1.26
H -0.26 -2.30 1.90
C 0.40 -2.73 1.14
H 2.04 -2.68 -1.34
H 1.17 -4.22 -1.34
H -1.52 -4.43 -0.61
H -2.22 -3.20 -1.73
H 0.90 -3.04 -2.65
H -2.49 -3.07 0.04
C -2.86 -0.12 -1.22
O -4.02 -0.15 -1.32
Se -1.44 0.05 1.49
C 0.10 0.18 2.67
C -0.25 0.33 4.03
C 0.71 0.43 5.01
C 2.06 0.38 4.67
C 2.43 0.23 3.33
C 1.46 0.13 2.33
H -1.30 0.37 4.28
H 0.38 0.55 6.04
H 2.80 0.45 5.46
H 3.50 0.19 3.09
H 1.76 0.02 1.30
```

Computed properties:
Net charge: +2
E_LUMO (alpha / beta) in eV: -6.690 / -11.256
Spin multiplicity: 5
<S²>: 6.0383
M in g/mol: 670.39

---

| no. | largest force on an atom (eV/Å) |
| --- | --- |
| 1 | 3.71 |
| 2 | 1.38 |
| 3 | 9.63 |
| 4 | 1.72 |
| 5 | 8.67 |
| 6 | 0.45 |
| 7 | 1.28 |
| 8 | 4.42 |
| 9 | 2.29 |
| 10 | 4.47 |